This record from the Open Molecules 2025 dataset describes a cluster of 13 separate species, C38H55N16O2 in total at a distorted geometry. The level of theory is the ωB97M-V functional and the def2-TZVPD basis.

```
111
Properties=species:S:1:pos:R:3:mulliken_charge:R:1
C -6.62 -1.34 -2.11 -0.505
O -6.16 -1.28 -3.51 -0.381
C -5.15 -0.20 -3.67 -0.309
C -3.76 -0.79 -2.94 -0.257
C -2.44 -0.01 -3.52 -0.681
N -1.16 -0.27 -2.77 0.362
C -0.34 0.95 -2.35 -0.928
C -0.90 1.52 -0.88 0.455
O -1.54 2.72 -0.86 -0.583
C -0.74 0.73 0.55 0.471
C 0.68 -0.01 1.03 -0.093
C 0.78 -0.84 2.47 -0.486
C -0.52 -0.93 3.52 -0.555
C -1.90 -0.17 3.08 -0.526
C -2.01 0.63 1.62 -0.502
C -0.65 -1.51 -2.45 0.284
N -1.26 -2.86 -2.75 -0.396
C -0.34 -3.94 -2.16 -0.075
N 0.87 -3.25 -1.52 -0.352
N 0.63 -1.91 -1.74 0.343
H -7.78 -1.09 -2.12 0.201
H -6.11 -0.52 -1.42 0.211
H -6.38 -2.38 -1.61 0.258
H -5.44 0.79 -3.12 0.283
H -4.93 -0.07 -4.82 0.062
H -3.87 -0.79 -1.78 0.248
H -3.69 -1.92 -3.28 0.286
H -2.27 -0.34 -4.65 0.033
H -2.71 1.15 -3.54 0.348
H -0.53 1.84 -3.11 0.414
H 0.82 0.77 -2.35 0.484
H 1.64 0.01 0.36 0.267
H 1.79 -1.37 2.77 0.511
H -0.35 -1.53 4.52 0.388
H -2.82 -0.21 3.84 0.294
H -3.05 1.14 1.40 0.378
H -0.49 -5.12 -2.15 0.344
H 1.71 -3.66 -1.05 0.317
H 1.29 -1.16 -1.44 0.156
C -2.27 4.83 1.43 -0.163
C -2.52 4.65 2.92 0.286
N -2.72 4.50 4.16 -0.455
H -2.11 3.85 0.96 -0.155
H -3.14 5.31 0.96 0.277
H -1.39 5.45 1.27 0.270
C 0.94 1.72 6.96 -0.899
C 1.63 0.58 6.23 0.473
N 2.21 -0.37 5.63 -0.504
H -0.15 1.61 6.88 0.334
H 1.22 1.72 8.02 0.314
H 1.23 2.68 6.52 0.303
C 5.77 0.88 6.64 -0.561
C 4.72 1.86 7.11 0.312
N 3.84 2.68 7.50 -0.502
H 6.67 0.97 7.25 0.324
H 5.39 -0.15 6.72 0.302
H 6.03 1.08 5.60 0.125
C 4.50 2.27 -0.83 -0.721
C 3.79 0.96 -1.09 0.559
N 3.20 -0.13 -1.31 -0.657
H 4.57 2.85 -1.76 0.319
H 3.95 2.86 -0.09 0.308
H 5.51 2.08 -0.46 0.119
C -8.74 -2.02 -4.93 -0.306
C -9.45 -3.34 -5.19 0.231
N -10.05 -4.43 -5.40 -0.419
H -8.67 -1.44 -5.85 0.313
H -9.29 -1.44 -4.18 0.214
H -7.73 -2.21 -4.56 0.015
C -8.15 0.11 1.14 -0.734
C -6.73 -0.17 1.62 0.472
N -5.56 -0.40 2.01 -0.512
H -8.20 1.11 0.69 0.271
H -8.45 -0.63 0.40 0.209
H -8.84 0.07 1.99 0.331
C -2.38 -0.30 -7.83 -0.833
C -3.44 0.69 -7.36 0.523
N -4.31 1.51 -6.97 -0.530
H -1.48 -0.20 -7.22 0.279
H -2.76 -1.32 -7.75 0.290
H -2.12 -0.10 -8.87 0.332
C 1.64 -5.03 1.64 -0.740
C 2.54 -4.06 2.37 0.464
N 3.29 -3.25 2.98 -0.493
H 1.11 -5.67 2.36 0.319
H 0.90 -4.49 1.05 0.176
H 2.23 -5.67 0.98 0.316
C 8.38 -0.78 2.93 -0.660
C 8.32 -0.13 4.30 0.533
N 8.27 0.41 5.44 -0.585
H 9.41 -0.99 2.66 0.279
H 7.81 -1.71 2.93 0.327
H 7.95 -0.10 2.18 0.086
C 9.90 -1.38 8.27 -0.560
C 10.49 -2.72 7.85 0.305
N 10.98 -3.83 7.51 -0.416
H 10.56 -0.89 8.99 0.287
H 9.80 -0.73 7.39 0.137
H 8.92 -1.53 8.73 0.236
C 9.62 2.29 0.70 -0.702
C 8.19 2.46 1.18 0.457
N 7.00 2.61 1.57 -0.536
H 9.64 1.83 -0.29 0.283
H 10.12 3.26 0.65 0.314
H 10.17 1.65 1.40 0.250
C -6.29 2.95 -9.79 -0.637
C -5.50 1.88 -10.53 0.358
N -4.84 0.99 -11.14 -0.453
H -5.93 3.03 -8.76 0.218
H -6.17 3.91 -10.29 0.265
H -7.35 2.68 -9.78 0.254
```

HOMO level = -10.779 eV
charge = +1

This record from the Open Molecules 2025 dataset describes a structure of composition C38H56FN4O3PPdSSi at a distorted geometry. The level of theory is the ωB97M-V functional and the def2-TZVPD basis.

```
106
Properties=species:S:1:pos:R:3:mulliken_spin:R:1
Pd -0.18 1.66 0.48 1.398
C 3.05 -1.47 0.87 0.017
Si 3.20 0.31 1.42 0.008
C 4.16 1.30 0.09 0.010
C 4.29 0.42 3.01 0.027
N 1.69 1.15 1.89 0.637
C 1.15 0.83 3.10 0.075
C 0.90 1.89 4.07 0.105
C 0.00 1.68 5.09 -0.035
C -0.43 0.34 5.44 0.191
C -0.04 -0.75 4.65 -0.084
C 0.76 -0.48 3.54 0.127
F 1.18 -1.56 2.82 0.014
H 3.31 -2.22 1.62 -0.001
H 3.71 -1.72 0.00 0.004
H 1.99 -1.72 0.56 -0.003
H 4.11 0.80 -0.90 -0.003
H 5.19 1.36 0.50 0.001
H 3.71 2.28 -0.11 -0.002
H 5.36 0.44 2.82 0.000
H 4.10 -0.46 3.68 0.000
H 4.09 1.33 3.62 0.001
H 1.30 2.88 3.90 -0.001
H -0.34 2.53 5.68 -0.001
H -1.10 0.20 6.30 0.004
H -0.25 -1.77 5.00 0.004
N 1.50 -4.66 -0.10 0.000
C 1.75 -5.54 0.64 0.000
C 1.91 -6.56 1.64 0.000
C 2.58 -7.80 1.41 0.000
C 2.72 -8.72 2.43 0.000
C 2.25 -8.43 3.69 0.000
C 1.70 -7.19 3.99 0.000
C 1.49 -6.26 2.98 0.000
H 2.98 -8.00 0.40 0.000
H 3.33 -9.60 2.23 0.000
H 2.45 -9.11 4.49 0.000
H 1.46 -6.96 5.01 0.000
H 1.06 -5.25 3.15 0.000
C -3.43 -0.37 1.46 0.009
C -2.10 0.09 0.87 -0.067
O -1.11 0.26 1.67 0.275
O -1.95 0.43 -0.38 0.185
H -4.15 -0.50 0.68 0.003
H -3.81 0.39 2.16 0.000
H -3.27 -1.31 2.02 0.001
C -2.27 3.45 2.50 0.019
C -1.91 4.61 1.53 0.024
C -3.11 5.33 0.91 0.001
P -0.63 3.91 0.24 0.250
C 0.83 5.04 0.42 -0.004
C 1.74 4.55 1.53 0.029
C 0.63 6.57 0.51 0.023
C -1.22 3.92 -1.56 -0.008
C -0.85 5.09 -2.46 0.020
C -2.70 3.43 -1.65 0.005
H -2.69 3.89 3.42 0.003
H -1.36 2.94 2.72 -0.021
H -3.01 2.78 2.07 -0.006
H -1.27 5.34 2.00 0.011
H -3.81 4.69 0.37 0.001
H -2.78 6.08 0.21 -0.002
H -3.73 5.84 1.65 0.004
H 1.38 4.87 -0.54 -0.002
H 1.33 3.68 2.10 -0.021
H 1.92 5.32 2.23 0.000
H 2.72 4.21 1.16 0.002
H 0.33 6.82 1.54 -0.001
H -0.05 6.98 -0.23 -0.001
H 1.60 7.06 0.38 0.002
H -0.58 3.11 -1.98 0.027
H -1.42 5.95 -2.16 0.000
H -1.01 4.86 -3.55 0.002
H 0.23 5.33 -2.43 0.001
H -3.44 4.25 -1.71 0.000
H -2.87 2.82 -0.74 -0.003
H -2.86 2.75 -2.50 0.001
C -2.76 -0.07 -5.57 0.000
C -1.24 0.03 -5.25 -0.003
C -0.83 0.49 -3.86 -0.003
N -0.87 -0.57 -2.89 0.081
C 0.06 -0.87 -1.98 0.017
S 1.22 0.28 -1.48 0.646
N 0.02 -2.13 -1.49 0.012
C -1.06 -3.09 -1.79 -0.004
O -1.97 -3.32 -1.04 0.004
C -0.87 -3.83 -3.08 0.001
C 0.14 -3.58 -4.03 -0.006
C 0.01 -4.03 -5.33 -0.001
C -1.07 -4.75 -5.72 0.000
C -2.02 -5.15 -4.73 0.001
C -1.92 -4.66 -3.46 0.000
H -3.03 -0.27 -6.61 0.000
H -3.21 0.89 -5.36 0.000
H -3.27 -0.80 -4.91 0.000
H -0.79 0.69 -6.01 0.001
H -0.76 -0.91 -5.43 0.000
H -1.52 1.30 -3.55 0.005
H 0.20 0.88 -3.83 0.001
H -1.66 -1.20 -2.89 -0.009
H 0.72 -2.43 -0.84 -0.001
H 1.03 -2.99 -3.79 0.002
H 0.80 -3.93 -6.09 0.000
H -1.17 -5.02 -6.74 0.000
H -2.89 -5.73 -5.04 0.000
H -2.70 -4.89 -2.73 0.000
```

energy relative to the best compared isomer or geometry (same formula, charge and spin) = 34.9 kcal/mol
spin multiplicity = 5
HOMO level (alpha / beta) = -13.138 / -13.138 eV
⟨S²⟩ = 6.053
charge = +2

This record from the Open Molecules 2025 dataset describes a cluster of 8 separate species, C38H58Cl14O7P2S in total at a distorted geometry. The level of theory is the ωB97M-V functional and the def2-TZVPD basis.

```
120
Properties=species:S:1:pos:R:3:mulliken_charge:R:1
C 8.32 -0.42 1.26 -0.966
C 8.03 0.62 0.16 -0.353
C 8.84 1.92 0.34 -0.577
C 8.69 2.80 -0.92 -1.071
C 7.71 4.00 -0.80 -0.932
C 6.72 3.93 0.37 0.917
C 5.35 4.56 0.07 0.255
C 5.24 5.52 -0.90 -0.739
C 4.02 6.12 -1.19 0.731
C 3.93 7.19 -2.27 -0.960
S 5.06 6.94 -3.65 0.990
O 5.07 5.56 -4.02 -0.558
O 4.61 7.83 -4.69 -0.643
C 2.91 5.74 -0.48 0.119
C 3.00 4.76 0.52 0.481
C 4.22 4.18 0.79 0.126
C 4.33 3.14 1.90 -0.948
C 4.82 3.88 3.20 -0.656
C 6.12 3.26 3.79 -1.032
C 1.74 4.44 1.27 0.064
O 1.71 4.10 2.44 -0.563
C 0.43 4.58 0.53 -0.020
C -0.68 3.79 0.78 0.651
P -0.64 2.44 2.03 -0.109
P -2.09 1.03 1.21 1.019
O -3.46 1.45 1.54 -0.640
O -1.80 -0.46 1.78 -0.386
O -1.95 0.95 -0.43 -0.433
C -1.84 4.02 0.08 -0.392
C -1.92 5.02 -0.86 -0.859
C -0.80 5.79 -1.14 -0.714
C 0.35 5.55 -0.43 0.590
C 1.57 6.39 -0.73 -0.439
O 1.44 7.53 -1.13 -0.606
H 8.20 0.10 2.22 0.236
H 7.63 -1.27 1.19 0.018
H 9.35 -0.79 1.18 0.388
H 8.31 0.17 -0.81 0.334
H 6.95 0.84 0.07 0.263
H 9.88 1.58 0.43 0.559
H 8.61 2.42 1.29 0.200
H 9.68 3.20 -1.15 0.323
H 8.45 2.15 -1.77 0.493
H 8.32 4.92 -0.72 0.403
H 7.20 4.11 -1.76 0.328
H 6.52 2.93 0.73 -0.618
H 7.12 4.55 1.19 0.154
H 6.10 5.85 -1.47 0.486
H 4.03 8.20 -1.84 0.500
H 2.94 7.14 -2.73 0.337
H 6.28 7.37 -3.22 0.139
H 5.02 2.33 1.64 0.265
H 3.37 2.68 2.11 0.407
H 4.01 3.95 3.93 0.576
H 5.07 4.91 2.93 0.283
H 6.97 3.86 3.44 0.257
H 6.10 3.39 4.88 0.346
H 6.24 2.21 3.52 0.213
H 0.57 1.71 1.94 0.015
H -2.04 -1.12 1.10 0.203
H -1.85 0.04 -0.73 0.280
H -2.75 3.44 0.24 0.420
H -2.85 5.22 -1.38 0.417
H -0.87 6.57 -1.89 0.477
Cl 5.16 -1.44 0.96 -0.081
C 5.05 -3.21 0.80 -0.667
C 4.20 -3.83 1.89 -0.376
Cl 4.97 -3.71 3.49 -0.181
H 6.06 -3.62 0.81 0.217
H 4.61 -3.42 -0.18 0.369
H 4.05 -4.88 1.68 0.335
H 3.22 -3.34 1.95 0.378
Cl -3.47 -2.05 -0.49 -0.305
C -4.73 -3.29 -0.23 -0.111
C -4.49 -4.11 1.01 -0.189
Cl -3.05 -5.16 0.85 -0.226
H -4.77 -3.91 -1.12 0.215
H -5.68 -2.76 -0.15 0.130
H -5.35 -4.75 1.19 0.036
H -4.35 -3.47 1.88 0.417
Cl 9.16 -5.62 2.76 -0.179
C 7.89 -6.87 2.87 -0.439
C 7.37 -7.26 1.51 -0.513
Cl 6.44 -5.94 0.75 -0.122
H 7.10 -6.48 3.50 0.291
H 8.34 -7.73 3.35 0.327
H 6.69 -8.11 1.61 0.302
H 8.17 -7.54 0.83 0.357
Cl -7.58 -4.89 1.02 -0.113
C -8.91 -5.59 1.98 -0.615
C -9.20 -4.79 3.22 -0.270
Cl -7.87 -4.90 4.41 -0.202
H -8.64 -6.62 2.23 0.395
H -9.79 -5.62 1.33 0.290
H -10.09 -5.18 3.71 0.367
H -9.36 -3.74 2.99 0.078
Cl -7.77 -0.86 0.92 -0.136
C -9.34 -0.27 0.31 -0.431
C -10.47 -0.57 1.26 -0.505
Cl -10.81 -2.31 1.36 -0.146
H -9.51 -0.71 -0.67 0.196
H -9.24 0.81 0.18 0.389
H -11.38 -0.08 0.92 0.328
H -10.25 -0.21 2.27 0.337
Cl -9.69 -3.45 -1.54 -0.080
C -9.57 -4.58 -2.92 -0.402
C -8.54 -5.65 -2.69 -0.307
Cl -6.88 -5.00 -2.70 -0.190
H -9.36 -4.00 -3.81 0.146
H -10.56 -5.03 -3.04 0.244
H -8.59 -6.39 -3.49 0.334
H -8.70 -6.16 -1.74 0.246
Cl -9.89 -2.74 -6.37 -0.177
C -11.16 -3.75 -7.10 -0.416
C -12.07 -4.36 -6.05 -0.473
Cl -11.22 -5.58 -5.07 -0.195
H -10.68 -4.51 -7.70 0.299
H -11.74 -3.11 -7.76 0.311
H -12.90 -4.86 -6.54 0.352
H -12.46 -3.60 -5.38 0.305
```

structure (SMILES) = CCCCCCc1cc(C[SH](=O)=O)c2c(c1CCC)C(=O)c1c(PP(=O)(O)O)cccc1C2=O.ClCCCl.ClCCCl.ClCCCl.ClCCCl.ClCCCl.ClCCCl.ClCCCl
HOMO level = -8.579 eV
charge = 0

This record from the Open Molecules 2025 dataset describes a structure of composition C38H58IMnN8O4 at a distorted geometry. The level of theory is the ωB97M-V functional and the def2-TZVPD basis.

```
110
Properties=species:S:1:pos:R:3:mulliken_spin:R:1
Mn -1.06 -0.76 -1.87 4.777
I 0.10 0.32 0.41 0.034
C -4.12 -3.63 -1.15 0.010
C -5.21 -4.28 -1.93 0.000
C -5.06 -3.98 -3.52 0.000
O -5.94 -4.45 -4.28 0.002
C -3.97 -3.10 -4.02 0.010
C -3.02 -2.60 -3.11 -0.021
C -3.08 -2.87 -1.67 -0.006
O -2.20 -2.47 -0.84 0.052
O -2.23 -1.66 -3.60 0.049
O -6.12 -4.98 -1.44 0.002
H -4.03 -3.83 -0.09 0.000
H -3.81 -2.92 -5.07 0.001
C 4.17 -2.29 -4.36 0.000
C 3.38 -3.56 -4.59 0.000
C 2.35 -3.95 -3.49 0.003
C 1.49 -2.87 -2.92 0.003
N 0.78 -2.07 -2.46 0.019
H 3.99 -1.87 -3.37 0.000
H 3.91 -1.57 -5.14 0.000
H 5.24 -2.39 -4.52 0.000
H 4.04 -4.41 -4.72 0.000
H 2.68 -3.47 -5.42 0.000
H 2.67 -4.57 -2.65 0.000
H 1.66 -4.69 -3.89 0.001
C 4.69 1.01 -1.04 -0.001
C 6.10 1.48 -0.60 0.000
C 6.40 3.05 -0.84 0.000
C 5.86 3.31 -2.22 0.000
N 5.57 3.50 -3.32 0.000
H 4.70 0.80 -2.11 0.000
H 4.03 1.86 -0.87 0.000
H 4.31 0.17 -0.46 0.002
H 6.89 0.90 -1.06 0.000
H 6.26 1.27 0.46 0.000
H 7.43 3.42 -0.77 0.000
H 5.83 3.72 -0.20 0.000
C -5.88 4.41 -3.13 0.000
C -4.98 3.21 -3.07 0.003
C -3.65 3.14 -2.32 -0.002
C -3.08 1.79 -2.14 -0.002
N -2.67 0.71 -2.04 0.029
H -6.75 4.27 -3.77 0.000
H -5.22 5.24 -3.40 0.000
H -6.15 4.76 -2.13 0.000
H -4.67 2.96 -4.09 0.000
H -5.53 2.35 -2.70 -0.001
H -3.65 3.48 -1.29 0.001
H -2.92 3.64 -2.96 0.002
C 2.68 1.72 6.74 0.000
C 2.98 1.38 5.26 -0.001
C 4.45 1.67 4.94 0.000
C 5.41 0.60 5.41 0.000
N 6.11 -0.27 5.78 0.000
H 3.10 1.01 7.45 0.000
H 1.66 1.72 7.12 0.000
H 3.17 2.59 7.17 0.000
H 2.27 1.83 4.57 0.001
H 2.83 0.30 5.18 0.000
H 4.73 2.71 5.12 0.000
H 4.73 1.43 3.91 0.000
C 4.33 -2.74 2.09 -0.001
C 2.98 -3.39 2.18 0.001
C 2.50 -3.97 0.90 0.000
C 3.37 -4.91 0.16 0.000
N 4.15 -5.60 -0.47 0.000
H 4.62 -2.46 3.10 0.000
H 4.39 -1.87 1.44 0.001
H 5.13 -3.37 1.72 0.000
H 2.17 -2.85 2.67 0.000
H 3.18 -4.26 2.81 0.000
H 2.14 -3.25 0.15 0.001
H 1.64 -4.61 1.12 0.000
C -0.23 4.11 -1.75 0.000
C 0.16 4.19 -3.27 0.000
C 1.10 3.03 -3.72 0.001
C 0.52 1.72 -3.45 -0.004
N 0.07 0.69 -3.28 0.030
H -1.18 4.64 -1.68 0.000
H 0.44 4.64 -1.07 0.000
H -0.36 3.11 -1.33 0.002
H 0.63 5.11 -3.61 0.000
H -0.82 4.14 -3.74 0.000
H 1.96 3.18 -3.06 0.001
H 1.41 3.09 -4.76 0.001
C -2.54 -3.45 3.45 0.000
C -3.72 -3.47 4.48 0.000
C -4.32 -4.86 4.47 0.000
C -4.89 -5.43 3.17 0.000
N -5.30 -5.87 2.14 0.000
H -2.98 -3.28 2.47 0.000
H -1.99 -4.38 3.64 0.000
H -1.96 -2.53 3.51 0.000
H -4.34 -2.61 4.21 0.000
H -3.32 -3.25 5.47 0.000
H -5.13 -4.72 5.18 0.000
H -3.76 -5.72 4.85 0.000
C -4.88 4.58 2.53 0.000
C -4.06 3.43 1.92 0.000
C -2.58 3.50 2.27 -0.001
C -2.02 4.88 2.08 0.000
N -1.57 5.93 1.85 0.000
H -4.68 5.56 2.08 0.000
H -4.95 4.56 3.62 0.000
H -5.88 4.32 2.19 0.000
H -4.09 3.64 0.85 0.000
H -4.48 2.52 2.35 0.000
H -1.99 2.68 1.87 0.002
H -2.51 3.37 3.35 0.000
```

energy relative to the best compared isomer or geometry (same formula, charge and spin) = 91.4 kcal/mol
spin multiplicity = 6
HOMO level (alpha / beta) = -3.558 / -3.546 eV
⟨S²⟩ = 8.754
charge = -1